Record 1
DFT (wB97M-V/def2-TZVPD) results for 2 unconnected molecules or ions with the total composition C18H29N2O5S in a non-equilibrium geometry.

Its charge is -1. For the LUMO energy, the calculation gives -0.7 eV. The total energy comes out at -1586.59885 Ha. Its frontier orbital gap is 1.466 eV.

Structure (XYZ):
```
55
Properties=species:S:1:pos:R:3:forces:R:3
S -3.890 3.573 2.703 -1.04 -0.41 -0.99
O 7.834 1.671 1.685 1.05 -0.72 1.48
O -0.912 -2.390 -3.785 -6.60 -0.33 5.44
O 6.131 2.783 0.894 -2.51 1.64 1.09
O 7.384 1.919 -0.435 1.13 -0.85 -2.68
O -3.247 -2.888 -3.448 2.28 1.30 2.23
N -1.594 -1.662 1.872 -0.21 0.03 -2.55
N -1.089 -4.736 -0.819 -0.76 1.80 1.80
C 3.798 -1.335 0.554 0.46 0.12 -0.34
C -1.994 -0.480 0.977 -0.12 -0.64 -3.53
C -0.107 1.981 -1.679 0.40 -0.01 -0.44
C -1.925 -2.443 -2.917 3.27 -0.11 -2.98
C -1.134 1.014 -2.523 0.12 0.06 -0.19
C -3.457 0.641 2.868 -0.66 -0.84 -0.77
C -1.263 -3.062 1.319 -0.78 1.00 -3.98
C 3.399 0.708 -1.262 0.61 0.36 0.77
C -4.479 1.873 3.221 -0.60 -1.12 1.23
C -2.497 0.589 -1.706 0.37 -1.43 -0.37
C -2.111 -0.607 -0.654 0.50 -2.30 3.54
C -1.384 -3.324 -0.306 -0.31 2.82 2.98
C 4.479 -0.063 -0.265 0.09 -0.72 -0.36
C -1.813 -2.101 -1.311 0.26 -0.83 2.26
C 2.337 1.681 -0.418 0.19 -0.82 0.76
C 7.154 2.101 0.766 0.31 -0.06 0.11
C 0.776 1.188 -0.542 -0.64 -0.23 0.36
C -2.324 0.975 1.733 0.44 -2.54 -0.22
H 0.645 2.455 -2.465 -1.57 -0.93 1.62
H 5.327 -0.519 -0.966 -1.77 1.04 1.50
H 2.680 1.594 0.722 -0.85 0.26 -2.41
H 4.662 -2.046 0.954 -1.85 1.57 -0.76
H -1.704 -5.371 -0.231 1.33 0.94 -0.95
H -0.542 0.030 -2.848 -1.41 2.10 0.81
H -0.686 2.863 -1.158 1.02 -1.62 -1.12
H -5.574 1.665 2.830 2.41 0.46 0.65
H -3.221 0.096 -2.517 1.47 0.95 1.80
H -0.081 -4.925 -0.621 -1.26 0.10 -0.15
H -4.569 1.901 4.411 0.15 0.25 -2.64
H 0.704 0.027 -0.773 0.36 2.37 0.50
H 5.007 0.663 0.496 -1.23 -1.33 -1.67
H 2.434 2.814 -0.694 -0.15 -2.18 0.33
H -4.490 3.763 1.416 0.68 -0.66 1.75
H -3.937 -2.842 -2.719 1.57 0.02 -0.87
H -1.514 -1.505 2.908 -0.11 -0.17 -1.90
H -4.127 -0.244 2.433 1.44 1.88 0.93
H 2.833 -0.145 -1.842 1.00 1.87 0.91
H -2.944 0.186 3.835 -1.04 1.26 -1.93
H 3.127 -1.984 -0.190 1.29 1.48 1.73
H -1.485 1.528 -3.531 0.78 -0.84 2.11
H -1.341 1.300 2.283 -1.87 -0.22 -1.31
H 4.041 1.394 -1.973 -1.39 -1.55 1.22
H 0.216 1.337 0.498 1.29 -0.33 -2.16
H -0.946 -3.883 2.113 -0.77 1.99 -2.05
H -2.669 1.696 0.878 0.75 -1.30 1.99
H 3.180 -0.941 1.477 1.06 -0.93 -1.94
H -3.096 1.484 -1.250 1.42 -1.66 -0.65
```
Forces are in eV/Å.

Quick look at the natural (NBO) charges, all values in e: -0.068, -0.628, -0.572, -0.531, -0.524, -0.717, -0.658, -0.861, -0.643, 0.203, -0.419, 0.779, -0.414, -0.432, -0.145, -0.417, -0.537, -0.456, -0.011, 0.177, -0.412, -0.321, -0.420, 0.887, -0.417, -0.461, 0.213, 0.207, 0.215, 0.209, 0.371, 0.246, 0.195, 0.234, 0.222, 0.381, 0.231, 0.219, 0.245, 0.212, 0.141, 0.488, 0.408, 0.225, 0.199, 0.206, 0.199, 0.207, 0.232, 0.223, 0.196, 0.224, 0.248, 0.204, 0.219



Record 2
DFT (wB97M-V/def2-TZVPD) results for a molecular structure, C27H40F3N8O9SV in a non-equilibrium geometry.

The value obtained for the relative energy (zero: lowest compared OMol25 entry of this formula, charge and spin) is 3.518 eV. For the LUMO energy (spin up / spin down), the calculation gives -1.9 / -0.6 eV. The total energy comes out at -3809.53437 Ha. The spin multiplicity is 3. Its frontier orbital gap (spin up / spin down) is 6.217 / 7.424 eV.

Structure (XYZ):
```
89
Properties=species:S:1:pos:R:3:forces:R:3
V -0.096 0.674 0.042 0.83 -0.07 -0.75
S -2.349 3.237 0.552 -0.28 2.91 0.51
F -4.517 1.787 -0.440 -0.48 1.13 -0.66
F -4.562 2.083 1.659 -0.03 1.36 -0.94
F -4.988 3.892 0.398 0.58 -2.31 -0.40
O -2.193 3.740 1.899 -0.52 -0.66 -0.38
O 1.094 2.409 0.436 -2.17 3.08 0.96
O -2.033 4.229 -0.470 -0.99 -1.45 0.29
O -0.945 -2.540 -1.819 -2.10 -4.97 -3.63
O -1.615 1.973 0.377 0.58 -1.77 -0.82
O 3.326 2.532 0.332 -1.49 1.33 -0.21
O 2.182 0.814 -0.126 -0.54 -2.79 -0.70
O 0.384 -1.242 -0.969 7.55 2.08 1.50
O -1.514 -0.778 -0.791 -4.60 3.02 1.13
N -0.467 0.060 2.220 -0.14 -0.11 -0.89
N 1.734 4.431 2.786 0.23 -0.06 0.47
N -1.120 2.419 -2.905 -0.51 0.40 0.47
N -5.128 -0.861 -5.178 -0.84 -0.44 0.15
N 2.238 2.022 0.194 2.10 -2.58 0.63
N -0.716 -1.562 -1.288 -0.42 1.56 2.55
N 3.059 -1.801 -3.985 1.60 2.93 0.17
N 1.853 -6.042 -0.622 -1.15 0.62 -0.26
C -2.971 -0.288 1.783 -0.17 -1.05 -0.27
C 2.091 -4.688 -0.460 -0.98 -0.52 -0.14
C -3.892 -1.448 -3.446 0.24 -0.52 -0.63
C -0.187 -1.411 2.302 1.13 -0.21 -0.57
C 0.380 0.866 3.153 1.75 -0.76 -0.61
C 2.533 3.327 4.580 0.14 1.45 -1.01
C 0.344 0.441 4.613 -0.70 0.22 0.09
C 1.313 -1.800 2.197 -0.13 0.31 1.52
C 0.980 1.988 -2.614 2.78 2.54 0.22
C -0.893 1.101 -3.151 -2.09 -0.37 -1.61
C 3.541 -0.474 -4.070 0.13 0.59 -0.53
C -4.076 -1.641 -4.797 0.37 0.28 0.51
C 2.751 -6.765 0.083 2.24 0.88 0.15
C -5.720 -0.280 -4.058 0.35 -0.37 -0.87
C -4.940 -0.619 -2.984 0.29 0.23 0.45
C 2.862 3.768 3.300 -1.37 -0.21 -0.24
C 3.772 -1.123 -2.007 1.59 0.44 2.06
C 3.677 -5.833 0.587 -0.28 -1.35 0.87
C 0.037 2.997 -2.532 1.17 -0.33 0.26
C -4.286 2.717 0.473 1.93 0.41 1.90
C 0.449 0.846 -3.135 -1.68 -1.93 0.38
C 3.334 -2.180 -2.700 -2.06 -1.76 -0.95
C 1.274 3.907 4.854 -1.29 -0.36 0.68
C 3.183 -4.559 0.333 0.07 1.13 -0.66
C -1.867 0.261 2.633 -1.11 1.14 0.30
C 0.735 4.514 3.735 1.68 -0.61 0.43
C 4.080 -0.024 -2.856 -1.97 -2.11 -1.28
H 3.553 -3.576 0.584 0.37 -0.23 0.19
H 1.423 -2.884 2.221 -0.17 -0.01 -0.40
H 2.586 -2.314 -4.716 0.35 0.14 0.28
H 0.796 3.857 5.821 -0.21 -0.15 -0.09
H 3.407 0.109 -4.969 0.12 -0.25 -0.17
H 0.176 1.931 3.044 -0.46 -0.11 -0.02
H -1.997 2.912 -2.993 0.05 -0.32 0.28
H -0.245 4.923 3.540 0.24 0.13 -0.03
H -2.099 -0.195 3.595 0.82 -0.37 0.32
H 0.185 4.012 -2.195 -0.42 -0.11 -0.15
H -0.677 -1.978 1.510 -0.39 0.55 -0.23
H -3.861 -0.142 2.395 -0.16 -0.25 -0.26
H 1.055 -6.426 -1.107 0.21 0.12 0.13
H -3.087 -1.880 -2.870 -0.19 0.03 0.07
H -0.670 -1.756 3.216 0.44 -0.26 0.21
H 3.006 -3.185 -2.478 0.27 0.17 0.76
H 0.900 -0.092 -3.423 0.21 0.16 0.29
H -2.763 -1.353 1.691 -0.53 -0.22 -0.13
H 3.893 -1.112 -0.934 0.31 -0.17 -0.03
H 1.930 -1.371 1.408 -0.60 -0.02 -0.49
H 4.553 0.895 -2.541 -0.27 0.03 -0.41
H 1.265 0.698 5.137 -0.23 0.60 -0.11
H 2.835 -7.841 0.054 -0.28 0.14 -0.06
H -2.078 1.309 2.844 0.53 0.27 -0.36
H -6.654 0.239 -4.212 0.20 0.17 0.37
H 4.584 -5.998 1.150 -0.16 -0.44 -0.01
H -0.536 0.968 4.982 0.28 -0.13 0.91
H -4.986 -0.328 -1.945 -0.48 0.20 -0.16
H 2.047 2.121 -2.515 0.01 0.21 0.24
H 3.717 3.586 2.664 -0.10 0.08 0.11
H -3.537 -2.278 -5.483 -0.05 0.24 -0.06
H 1.828 -1.477 3.102 0.01 0.08 0.21
H 1.405 0.768 2.795 0.11 -0.08 -0.15
H 0.238 -0.620 4.840 -0.23 -0.12 -0.51
H 1.449 -3.904 -0.835 -0.13 -0.30 -0.18
H 1.638 4.929 1.912 0.43 -0.45 -0.02
H 3.122 2.777 5.299 0.17 0.09 -0.27
H -3.168 0.082 0.776 0.38 0.23 0.31
H -5.613 -0.997 -6.053 0.11 0.22 0.17
H -1.754 0.509 -3.427 0.17 -0.23 -0.18
```
Forces are in eV/Å.

Quick look at the Löwdin charges, all values in e: 1.232, 0.567, 0.137, 0.088, 0.119, -0.290, -0.066, -0.293, 0.176, -0.416, 0.122, -0.063, -0.032, -0.053, -0.187, 0.012, 0.043, -0.006, -0.527, -0.639, 0.026, 0.004, -0.087, -0.149, -0.121, -0.202, -0.225, -0.117, -0.061, -0.054, -0.152, -0.138, -0.143, -0.140, -0.127, -0.119, -0.111, -0.114, -0.148, -0.104, -0.114, -0.526, -0.100, -0.162, -0.148, -0.141, -0.267, -0.121, -0.074, 0.095, 0.077, 0.144, 0.091, 0.098, 0.106, 0.160, 0.106, 0.125, 0.125, 0.104, 0.091, 0.149, 0.069, 0.118, 0.094, 0.104, 0.078, 0.089, 0.065, 0.099, 0.077, 0.104, 0.112, 0.104, 0.089, 0.082, 0.083, 0.101, 0.093, 0.107, 0.069, 0.105, 0.074, 0.092, 0.144, 0.092, 0.048, 0.143, 0.110



Record 3
DFT (wB97M-V/def2-TZVPD) results for 2 unconnected molecules or ions with the total composition C6H10F3NO3S in a non-equilibrium geometry.

The value obtained for the relative energy (zero: lowest compared OMol25 entry of this formula, charge and spin) is 3.272 eV. For the LUMO energy, the calculation gives 0.2 eV. The total energy comes out at -1212.58476 Ha. Its frontier orbital gap is 9.330 eV.

Structure (XYZ):
```
24
Properties=species:S:1:pos:R:3:forces:R:3
S -1.168 -2.419 1.673 -0.23 0.49 2.32
F 0.389 -2.533 0.006 0.49 0.76 -1.56
F 0.198 -1.726 2.118 -0.86 -0.59 -0.21
F -1.879 -1.137 3.846 0.27 -0.13 -0.80
O -1.181 -3.835 1.623 0.64 0.58 -0.72
O -1.711 -2.407 3.221 -0.84 0.08 0.64
O -1.846 -1.518 0.816 -0.27 -0.42 1.23
N 0.417 -0.368 -0.558 -0.24 0.33 -1.01
C -0.280 0.863 -2.720 -0.25 -2.24 -0.13
C 1.604 0.129 0.156 0.36 1.26 -1.30
C -0.210 -1.475 -0.782 1.05 -1.13 -0.58
C 0.184 2.096 -0.505 0.00 -1.22 2.07
C -0.391 0.792 -1.184 1.08 0.98 0.74
C 1.073 1.447 0.674 -1.52 1.73 1.20
H 0.896 2.859 -0.802 -0.19 -0.34 -1.96
H 0.359 1.340 1.537 1.11 -0.25 -0.40
H 1.881 2.172 0.919 -0.53 -0.66 0.19
H -1.355 0.698 -0.605 0.51 -0.15 -1.75
H 0.692 1.309 -2.973 -0.55 0.07 -0.15
H -0.366 -0.133 -3.255 0.52 0.64 1.13
H -0.747 2.653 -0.222 1.12 -0.32 0.48
H 2.203 -0.487 0.813 -0.97 -0.60 0.54
H 2.373 0.372 -0.607 -0.52 -0.05 -0.07
H -1.136 1.309 -3.190 -0.18 1.20 0.10
```
Forces are in eV/Å.

Quick look at the natural (NBO) charges, all values in e: 2.550, -0.438, -0.459, -0.122, -0.813, -0.328, -0.838, -0.480, -0.638, -0.250, 0.443, -0.435, -0.029, -0.403, 0.223, 0.213, 0.215, 0.237, 0.215, 0.238, 0.219, 0.249, 0.199, 0.234